one.
Here is a cluster of 5 separate species, C2H14O4S in total from the Open Molecules 2025 dataset. Energies are from wB97M-V/def2-TZVPD.

Bonds (Å) are listed after each position.
CARTESIAN COORDINATES (ANGSTROEM)
1 C 0.6433 -2.6416 2.2251  C2 1.512, H4 1.101, H5 1.076, H6 1.098
2 C 0.5452 -3.5081 0.9901  C1 1.512, S3 1.806, H7 1.089, H8 1.086
3 S 1.6824 -4.9076 0.8926  C2 1.806, H9 1.341
4 H -0.0578 -1.7941 2.1682  C1 1.101
5 H 1.6066 -2.2176 2.4511  C1 1.076
6 H 0.3787 -3.1766 3.1466  C1 1.098
7 H -0.4744 -3.8845 0.9214  C2 1.089
8 H 0.6697 -2.8843 0.1096  C2 1.086
9 H 1.1332 -5.5838 1.9127  S3 1.341
10 O -1.9297 2.3660 -6.0197  H11 0.962, H12 0.965
11 H -2.7071 2.3548 -6.5857  O10 0.962
12 H -1.1900 2.4638 -6.6310  O10 0.965
13 O 4.5549 1.7345 -0.7141  H14 0.966, H15 0.960
14 H 3.7334 1.2279 -0.7488  O13 0.966
15 H 5.1998 1.2516 -1.2363  O13 0.960
16 O -0.8857 1.4350 0.1213  H17 0.964, H18 0.966
17 H -0.1291 0.9536 -0.2326  O16 0.964
18 H -1.5414 0.7354 0.2348  O16 0.966
19 O -3.9900 5.1364 2.5594  H20 0.962, H21 0.965
20 H -3.9309 5.1754 1.6003  O19 0.962
21 H -3.3109 5.7637 2.8350  O19 0.965

Kohn-Sham gap	9.399	eV
SMILES string	CCS.O.O.O.O
spin multiplicity	1
molar mass	134.2	g mol⁻¹
lowest unoccupied orbital energy	0.19	eV

two.
Here is a cluster of 5 separate species, C2H14O4S in total from the Open Molecules 2025 dataset. Energies are from wB97M-V/def2-TZVPD.

Bonds (Å) are listed after each position.
CARTESIAN COORDINATES (ANGSTROEM)
1 C 3.3839 1.8495 -0.8933  S2 1.858, H4 1.071, H5 1.100, H6 1.093
2 S 1.7690 2.7340 -1.1440  C1 1.858, C3 1.866
3 C 0.7568 1.8049 -2.4070  S2 1.866, H7 1.038, H8 1.080, H9 1.137
4 H 4.0774 2.3939 -1.5013  C1 1.071
5 H 3.4385 0.7909 -1.1885  C1 1.100
6 H 3.5942 1.9613 0.1735  C1 1.093
7 H 0.3842 2.4232 -3.1523  C3 1.038
8 H 1.4895 1.2345 -2.9587  C3 1.080
9 H -0.1002 1.3751 -1.7950  C3 1.137
10 O -2.6574 -0.4457 2.6928  H11 1.049, H12 0.990
11 H -1.7763 0.1227 2.7086  O10 1.049
12 H -3.1086 -0.3473 3.5687  O10 0.990
13 O -2.8008 -2.9719 0.9501  H14 0.967, H15 0.977
14 H -3.5326 -3.6019 0.9975  O13 0.967
15 H -2.8804 -2.3897 1.7312  O13 0.977
16 O -0.4094 1.2605 2.1677  H17 1.059, H18 1.097
17 H 0.5955 1.3718 2.4833  O16 1.059
18 H -0.2587 0.7859 1.1899  O16 1.097
19 O -0.8294 -3.6624 -1.4522  H20 0.960, H21 0.980
20 H -0.0092 -3.1980 -1.6367  O19 0.960
21 H -1.1259 -3.4912 -0.5342  O19 0.980

Kohn-Sham gap	8.908	eV
SMILES string	CSC.O.O.O.O
spin multiplicity	1
molar mass	134.2	g mol⁻¹
lowest unoccupied orbital energy	0.15	eV

Relative energies, kJ/mol: one 0.0; two 65.8.

one.
Here is a cluster of 2 separate species, C3H8N3S in total from the Open Molecules 2025 dataset. Energies are from wB97M-V/def2-TZVPD.

Bonds (Å) are listed after each position.
CARTESIAN COORDINATES (ANGSTROEM)
1 C -0.9408 -1.3929 0.1477  C2 1.348, N4 1.345, H8 1.073
2 C 0.2898 -0.8573 0.0215  C1 1.348, S7 1.718, H10 1.030
3 C -2.7238 0.3325 -0.0770  N4 1.182, N5 1.303
4 N -2.0377 -0.6210 0.0532  C1 1.345, C3 1.182
5 N -3.6851 1.2115 -0.1033  C3 1.303, H11 1.012, H12 1.011
6 N 3.5272 0.2460 -0.0222  H13 1.038, H14 1.070, H15 0.970
7 S 0.4985 0.8402 -0.1419  C2 1.718, H9 1.392
8 H -1.0742 -2.4371 -0.0578  C1 1.073
9 H 1.8647 0.7236 0.0986  S7 1.392
10 H 1.0506 -1.5390 -0.1083  C2 1.030
11 H -4.2141 1.4909 0.7127  N5 1.012
12 H -3.9104 1.8947 -0.8133  N5 1.011
13 H 4.3721 0.3805 -0.6101  N6 1.038
14 H 3.2652 -0.7913 0.0115  N6 1.070
15 H 3.7179 0.5185 0.8887  N6 0.970

Kohn-Sham gap	8.454	eV
spin multiplicity	1
net charge	+1
molar mass	118.2	g mol⁻¹
lowest unoccupied orbital energy	-4.25	eV

two.
Here is the ion C3H8N3S with charge +1 from the Open Molecules 2025 dataset. Energies are from wB97M-V/def2-TZVPD.

Bonds (Å) are listed after each position.
CARTESIAN COORDINATES (ANGSTROEM)
1 C 2.3373 -1.4175 -0.2074  N2 1.451, H8 1.082, H9 1.154, H10 1.016
2 N 1.6157 -0.1978 0.1043  C1 1.451, C3 1.268, H11 1.119
3 C 0.3504 -0.1295 0.1432  N2 1.268, N4 1.326
4 N -0.3036 1.0219 0.0661  C3 1.326, C5 1.452, H12 1.130
5 C -1.7286 1.0164 0.3447  N4 1.452, N6 1.442, H13 1.139, H14 1.120
6 N -2.4186 -0.0689 -0.3071  C5 1.442, S7 1.589, H15 0.991
7 S -3.7827 -0.7460 0.1476  N6 1.589
8 H 2.3600 -2.0565 0.6654  C1 1.082
9 H 3.4433 -1.0992 -0.2988  C1 1.154
10 H 1.9285 -1.8034 -1.0534  C1 1.016
11 H 2.0032 0.8518 0.1298  N2 1.119
12 H 0.1411 2.0437 -0.1197  N4 1.130
13 H -1.9914 0.9933 1.4526  C5 1.139
14 H -2.0141 2.0485 0.0160  C5 1.120
15 H -1.9405 -0.4569 -1.0834  N6 0.991

Kohn-Sham gap (spin up / spin down)	7.955 / 4.612	eV
SMILES string	C[NH+]=C=[NH+]CN[S-]
spin multiplicity	1
net charge	+1
molar mass	118.2	g mol⁻¹
lowest unoccupied orbital energy (spin up / spin down)	-5.94 / -7.46	eV

Relative energies, kJ/mol: one 0.0; two 250.6.

one.
Here is a cluster of 2 separate species, CH2BrNO4 in total from the Open Molecules 2025 dataset. Energies are from wB97M-V/def2-TZVPD.

Bonds (Å) are listed after each position.
CARTESIAN COORDINATES (ANGSTROEM)
1 C -0.5911 0.4757 -0.2201  N2 1.505, O5 1.196, O6 1.357
2 N 0.1843 -0.8111 -0.1253  C1 1.505, O3 1.340, O4 1.241
3 O 0.1884 -1.3151 1.1167  N2 1.340, H8 0.948
4 O 0.3369 -1.5617 -1.1014  N2 1.241
5 O -1.0191 0.9250 0.8026  C1 1.196
6 O -0.8343 0.8910 -1.4889  C1 1.357, H9 0.991
7 Br 2.6836 0.3585 0.4543  no bonds
8 H 0.0696 -0.8174 1.9147  O3 0.948
9 H -1.0183 1.8550 -1.3527  O6 0.991

Kohn-Sham gap (spin up / spin down)	9.109 / 6.162	eV
spin multiplicity	1
molar mass	171.9	g mol⁻¹
lowest unoccupied orbital energy (spin up / spin down)	-1.48 / -3.23	eV

two.
Here is a cluster of 3 separate species, CH2BrNO4 in total from the Open Molecules 2025 dataset. Energies are from wB97M-V/def2-TZVPD.

Bonds (Å) are listed after each position.
CARTESIAN COORDINATES (ANGSTROEM)
1 O 0.9422 1.2496 3.0162  C2 1.098
2 C -0.0418 1.1344 2.5431  O1 1.098, O3 1.146
3 O -1.1013 1.0146 2.1221  C2 1.146
4 O -1.0987 -2.7372 0.3887  N5 1.178
5 N -0.5810 -1.7523 0.0009  O4 1.178, O6 1.404
6 O -1.2369 -0.9901 -0.9786  N5 1.404, H7 0.945
7 H -0.7678 -0.1695 -0.9690  O6 0.945
8 Br 1.7367 1.5124 -2.5496  H9 1.348
9 H 2.1487 0.7380 -3.5738  Br8 1.348

Kohn-Sham gap	10.620	eV
SMILES string	O=C=O.O=NO.Br
spin multiplicity	1
molar mass	171.9	g mol⁻¹
lowest unoccupied orbital energy	0.24	eV

Relative energies, kJ/mol: one 236.3; two 0.0.

one.
Here is a cluster of 2 separate species, H4NOPS2 in total from the Open Molecules 2025 dataset. Energies are from wB97M-V/def2-TZVPD.

Bonds (Å) are listed after each position.
CARTESIAN COORDINATES (ANGSTROEM)
1 N -0.9404 -0.0631 1.5946  P3 1.735, H6 1.017, H7 1.041
2 O 0.3474 -0.0256 -1.3183  H8 0.965, H9 0.952
3 P -1.9168 0.1017 0.1698  N1 1.735, S4 1.905, S5 1.948
4 S -2.3516 -1.6177 -0.5245  P3 1.905
5 S -2.3588 1.9884 -0.0296  P3 1.948
6 H -0.5144 0.7675 1.9978  N1 1.017
7 H -0.3633 -0.8993 1.8203  N1 1.041
8 H 0.4208 -0.7396 -0.6727  O2 0.965
9 H 0.8485 0.0826 -2.1204  O2 0.952

Kohn-Sham gap	9.235	eV
spin multiplicity	1
molar mass	129.1	g mol⁻¹
lowest unoccupied orbital energy	-0.21	eV

two.
Here is an isolated molecule of H4NOPS2 from the Open Molecules 2025 dataset. Energies are from wB97M-V/def2-TZVPD.

Bonds (Å) are listed after each position.
CARTESIAN COORDINATES (ANGSTROEM)
1 N -0.3553 0.8190 0.3825  P2 1.677, H6 0.986, H7 1.017
2 P 0.6477 -0.3788 -0.2271  N1 1.677, O3 1.610, S4 1.961, S5 2.109
3 O 0.2978 -0.1203 -1.7771  P2 1.610, H8 0.961
4 S 2.5132 -0.1134 0.3149  P2 1.961
5 S -0.5730 -2.0590 0.1418  P2 2.109, H9 1.350
6 H -0.0545 1.7558 0.4467  N1 0.986
7 H -0.8600 0.5181 1.2129  N1 1.017
8 H 1.1316 -0.0146 -2.2426  O3 0.961
9 H -1.5554 -1.1356 0.0779  S5 1.350

Kohn-Sham gap	9.528	eV
SMILES string	N[P@@](O)(=S)S
spin multiplicity	1
molar mass	129.1	g mol⁻¹
lowest unoccupied orbital energy	0.45	eV

Relative energies, kJ/mol: one 106.8; two 0.0.